1.
Here is an isolated molecule of C27H38N4O2S from the Open Molecules 2025 dataset. Energies are from wB97M-V/def2-TZVPD.

Summary:
HOMO: -7.26 eV
LUMO energy: 0.648 eV
Relative energy (zero: lowest compared OMol25 entry of this formula, charge and spin): 0.0 kcal per mole
SMILES string: CCOc1ccc(NC(=S)N(CCN2CCOCC2)Cc2ccc3c(c2)CCCN3CC)cc1
E: -1819.33462 hartree
Frontier orbital gap: 7.91 eV

```
! RIJCOSX wB97M-V def2-TZVPD def2/J DEFGRID3
* xyz 0 1
C 2.45 7.62 -3.05
C 3.79 6.91 -2.95
O 3.87 6.04 -1.84
C 3.19 4.86 -1.86
C 3.18 4.15 -0.65
C 2.53 2.94 -0.55
C 1.87 2.39 -1.65
C 1.90 3.08 -2.86
C 2.54 4.30 -2.96
H 2.54 4.81 -3.91
H 1.41 2.67 -3.72
N 1.25 1.14 -1.53
C 0.07 0.79 -2.11
N -0.19 -0.54 -2.13
C 0.81 -1.54 -1.81
H 0.54 -2.45 -2.35
H 1.78 -1.19 -2.19
C 0.92 -1.88 -0.32
N 1.78 -0.96 0.41
C 3.18 -1.36 0.34
C 4.05 -0.35 1.08
O 3.66 -0.23 2.43
C 2.31 0.15 2.52
C 1.39 -0.84 1.81
H 0.36 -0.47 1.85
H 1.44 -1.81 2.32
H 2.07 0.19 3.59
H 2.17 1.15 2.09
H 5.09 -0.68 1.10
H 3.99 0.63 0.58
H 3.49 -1.41 -0.71
H 3.32 -2.36 0.79
H 1.28 -2.92 -0.21
H -0.09 -1.83 0.11
C -1.53 -1.04 -2.41
C -2.21 -1.53 -1.17
C -2.49 -2.88 -0.97
C -3.09 -3.34 0.19
C -3.42 -2.43 1.22
C -3.10 -1.08 1.03
C -2.52 -0.64 -0.14
H -2.29 0.41 -0.27
H -3.30 -0.36 1.80
N -4.02 -2.87 2.37
C -4.59 -1.97 3.34
C -3.60 -1.60 4.45
H -2.72 -1.10 4.03
H -3.26 -2.49 4.97
H -4.07 -0.93 5.16
H -5.46 -2.46 3.79
H -4.94 -1.07 2.84
C -4.28 -4.28 2.59
C -3.30 -5.15 1.84
C -3.37 -4.80 0.36
H -4.37 -5.04 -0.02
H -2.65 -5.39 -0.21
H -2.29 -4.96 2.21
H -3.54 -6.20 2.01
H -5.31 -4.52 2.27
H -4.21 -4.47 3.67
H -2.25 -3.59 -1.74
H -2.09 -0.20 -2.85
H -1.46 -1.84 -3.16
S -0.98 1.90 -2.75
H 1.58 0.54 -0.77
H 2.52 2.42 0.39
H 3.69 4.58 0.20
H 4.02 6.37 -3.88
H 4.59 7.63 -2.78
H 2.46 8.31 -3.89
H 1.64 6.91 -3.18
H 2.26 8.18 -2.14
*
```

Now the natural (NBO) charges, all in e: atom 1 (C): -0.639, atom 2 (C): -0.060, atom 3 (O): -0.498, atom 4 (C): 0.295, atom 5 (C): -0.273, atom 6 (C): -0.183, atom 7 (C): 0.194, atom 8 (C): -0.204, atom 9 (C): -0.303, atom 10 (H): 0.216, atom 11 (H): 0.233, atom 12 (N): -0.681, atom 13 (C): 0.315, atom 14 (N): -0.431, atom 15 (C): -0.230, atom 16 (H): 0.210, atom 17 (H): 0.215, atom 18 (C): -0.230, atom 19 (N): -0.467, atom 20 (C): -0.255, atom 21 (C): -0.078, atom 22 (O): -0.520, atom 23 (C): -0.073, atom 24 (C): -0.249, atom 25 (H): 0.216, atom 26 (H): 0.174, atom 27 (H): 0.199, atom 28 (H): 0.162, atom 29 (H): 0.199, atom 30 (H): 0.170, atom 31 (H): 0.207, atom 32 (H): 0.176, atom 33 (H): 0.179, atom 34 (H): 0.231, atom 35 (C): -0.246, atom 36 (C): -0.083, atom 37 (C): -0.187, atom 38 (C): -0.094, atom 39 (C): 0.258, atom 40 (C): -0.290, atom 41 (C): -0.192, atom 42 (H): 0.229, atom 43 (H): 0.208, atom 44 (N): -0.452, atom 45 (C): -0.203, atom 46 (C): -0.614, atom 47 (H): 0.208, atom 48 (H): 0.204, atom 49 (H): 0.210, atom 50 (H): 0.196, atom 51 (H): 0.201, atom 52 (C): -0.194, atom 53 (C): -0.400, atom 54 (C): -0.416, atom 55 (H): 0.208, atom 56 (H): 0.214, atom 57 (H): 0.204, atom 58 (H): 0.214, atom 59 (H): 0.175, atom 60 (H): 0.198, atom 61 (H): 0.202, atom 62 (H): 0.266, atom 63 (H): 0.194, atom 64 (S): -0.282, atom 65 (H): 0.432, atom 66 (H): 0.191, atom 67 (H): 0.222, atom 68 (H): 0.167, atom 69 (H): 0.191, atom 70 (H): 0.213, atom 71 (H): 0.217, atom 72 (H): 0.214

=====

2.
Here is an isolated molecule of C27H38N6O2 from the Open Molecules 2025 dataset. Energies are from wB97M-V/def2-TZVPD.

Summary:
HOMO: -7.90 eV
LUMO energy: 0.697 eV
SMILES string: CCN1CCN(C(=O)Nc2ccc(Cc3ccc(NC(=O)N4CCN(CC)CC4)cc3)cc2)CC1
E: -1530.72157 hartree
Frontier orbital gap: 8.60 eV

```
! RIJCOSX wB97M-V def2-TZVPD def2/J DEFGRID3
* xyz 0 1
C -0.44 6.97 8.07
H -1.42 7.05 7.61
H 0.31 6.98 7.29
H -0.29 7.83 8.71
C -0.34 5.69 8.91
N -0.54 4.44 8.20
C 0.46 4.14 7.20
H 0.36 4.76 6.30
C 0.32 2.67 6.79
N -1.00 2.43 6.26
C -1.36 2.47 4.93
O -2.50 2.72 4.59
N -0.36 2.15 4.05
C -0.42 2.09 2.66
C -1.51 2.52 1.91
C -1.48 2.44 0.53
C -0.38 1.94 -0.14
C 0.71 1.51 0.61
C 0.70 1.58 1.98
H 1.55 1.24 2.55
H 1.58 1.11 0.10
C -0.35 1.83 -1.64
C -0.18 0.40 -2.05
C -1.15 -0.54 -1.73
C -1.00 -1.87 -2.07
C 0.14 -2.30 -2.75
C 1.13 -1.37 -3.05
C 0.96 -0.04 -2.71
H 1.75 0.67 -2.95
H 2.04 -1.69 -3.54
N 0.25 -3.66 -3.06
C 1.22 -4.31 -3.82
O 1.64 -5.39 -3.45
N 1.65 -3.68 -4.95
C 0.80 -2.84 -5.77
H 0.01 -2.39 -5.17
C 0.18 -3.68 -6.90
N 1.24 -4.27 -7.68
C 0.82 -4.83 -8.95
C -0.14 -6.02 -8.89
H -1.07 -5.75 -8.40
H 0.32 -6.85 -8.36
H -0.37 -6.35 -9.90
H 1.73 -5.12 -9.49
H 0.35 -4.02 -9.52
C 2.04 -5.16 -6.86
C 2.67 -4.34 -5.73
H 3.24 -4.99 -5.07
H 3.32 -3.58 -6.16
H 2.82 -5.61 -7.48
H 1.44 -5.97 -6.41
H -0.42 -3.04 -7.54
H -0.48 -4.44 -6.44
H 1.41 -2.05 -6.21
H -0.17 -4.28 -2.38
H -1.77 -2.59 -1.81
H -2.04 -0.22 -1.21
H -1.29 2.23 -2.05
H 0.47 2.43 -2.04
H -2.34 2.78 -0.03
H -2.38 2.91 2.42
H 0.50 1.78 4.43
C -2.02 2.78 7.23
C -1.87 4.25 7.65
H -2.05 4.88 6.77
H -2.60 4.48 8.42
H -1.89 2.13 8.10
H -2.99 2.62 6.77
H 0.44 2.04 7.68
H 1.11 2.41 6.08
H 1.45 4.31 7.63
H 0.64 5.64 9.38
H -1.09 5.72 9.70
*
```

Now the natural (NBO) charges, all in e: atom 1 (C): -0.638, atom 2 (H): 0.206, atom 3 (H): 0.203, atom 4 (H): 0.215, atom 5 (C): -0.199, atom 6 (N): -0.451, atom 7 (C): -0.233, atom 8 (H): 0.168, atom 9 (C): -0.210, atom 10 (N): -0.457, atom 11 (C): 0.798, atom 12 (O): -0.656, atom 13 (N): -0.617, atom 14 (C): 0.156, atom 15 (C): -0.238, atom 16 (C): -0.223, atom 17 (C): 0.045, atom 18 (C): -0.222, atom 19 (C): -0.235, atom 20 (H): 0.200, atom 21 (H): 0.214, atom 22 (C): -0.456, atom 23 (C): -0.033, atom 24 (C): -0.186, atom 25 (C): -0.254, atom 26 (C): 0.231, atom 27 (C): -0.284, atom 28 (C): -0.192, atom 29 (H): 0.209, atom 30 (H): 0.228, atom 31 (N): -0.665, atom 32 (C): 0.795, atom 33 (O): -0.646, atom 34 (N): -0.463, atom 35 (C): -0.221, atom 36 (H): 0.225, atom 37 (C): -0.233, atom 38 (N): -0.452, atom 39 (C): -0.199, atom 40 (C): -0.638, atom 41 (H): 0.203, atom 42 (H): 0.206, atom 43 (H): 0.215, atom 44 (H): 0.191, atom 45 (H): 0.190, atom 46 (C): -0.236, atom 47 (C): -0.222, atom 48 (H): 0.241, atom 49 (H): 0.195, atom 50 (H): 0.205, atom 51 (H): 0.177, atom 52 (H): 0.206, atom 53 (H): 0.166, atom 54 (H): 0.202, atom 55 (H): 0.409, atom 56 (H): 0.209, atom 57 (H): 0.215, atom 58 (H): 0.218, atom 59 (H): 0.217, atom 60 (H): 0.208, atom 61 (H): 0.255, atom 62 (H): 0.392, atom 63 (C): -0.225, atom 64 (C): -0.236, atom 65 (H): 0.174, atom 66 (H): 0.206, atom 67 (H): 0.195, atom 68 (H): 0.246, atom 69 (H): 0.206, atom 70 (H): 0.193, atom 71 (H): 0.205, atom 72 (H): 0.190, atom 73 (H): 0.193

=====

3.
Here is a structure of composition C27H38N6OPtS from the Open Molecules 2025 dataset. Energies are from wB97M-V/def2-TZVPD.

Summary:
HOMO: -6.59 eV
LUMO energy: -0.601 eV
Relative energy (zero: lowest compared OMol25 entry of this formula, charge and spin): 40.9 kcal per mole
E: -1972.92771 hartree
Frontier orbital gap: 5.99 eV

```
! RIJCOSX wB97M-V def2-TZVPD def2/J DEFGRID3
* xyz 0 1
Pt -0.79 -0.09 -0.43
C -4.70 -0.24 -5.76
C -3.94 -1.03 -4.71
N -2.83 -0.26 -4.20
C -2.34 -0.38 -2.95
S -0.90 0.53 -2.59
N -2.98 -1.13 -2.08
N -2.37 -1.11 -0.84
C -2.85 -1.92 0.07
C -4.00 -2.84 -0.15
C -2.15 -1.87 1.36
C -2.40 -2.75 2.40
C -1.67 -2.62 3.57
C -0.73 -1.62 3.68
C -0.53 -0.77 2.60
N -1.21 -0.89 1.47
H -5.55 -0.81 -6.14
H -4.06 0.00 -6.61
H -5.08 0.70 -5.34
H -3.59 -1.98 -5.14
H -4.59 -1.28 -3.87
H -2.24 0.22 -4.86
H -4.50 -2.61 -1.08
H -4.70 -2.77 0.68
H -3.63 -3.87 -0.19
H -3.14 -3.53 2.28
H -1.83 -3.31 4.39
H -0.13 -1.48 4.57
H 0.20 0.02 2.62
C 1.47 2.44 2.55
C 2.79 1.67 2.43
C 3.61 2.21 1.26
C 2.69 0.15 2.37
C 3.35 -0.56 3.36
C 3.47 -1.94 3.32
C 2.96 -2.60 2.21
C 2.28 -1.95 1.19
C 1.84 -2.80 0.01
C 0.40 -3.30 0.10
C 2.12 -2.16 -1.35
C 2.06 -0.55 1.29
O 1.29 0.12 0.46
H 1.67 3.51 2.60
H 0.92 2.17 3.46
H 0.84 2.25 1.68
H 3.35 1.88 3.34
H 3.08 2.02 0.33
H 4.58 1.73 1.22
H 3.76 3.29 1.36
H 3.81 -0.01 4.17
H 3.99 -2.48 4.10
H 3.10 -3.68 2.13
H 2.47 -3.69 0.07
H -0.30 -2.48 -0.05
H 0.20 -3.76 1.07
H 0.20 -4.04 -0.68
H 1.42 -1.35 -1.56
H 2.04 -2.91 -2.14
H 3.13 -1.74 -1.38
C -0.30 5.96 0.20
C 0.18 4.64 -0.31
C 1.24 4.30 -1.12
C 1.18 2.89 -1.25
N 0.17 2.41 -0.55
N -0.44 3.48 0.00
C 2.10 2.01 -2.02
H 0.39 6.74 -0.10
H -0.37 5.97 1.29
H -1.28 6.21 -0.20
H 1.95 4.97 -1.56
H -1.24 3.34 0.58
H 2.83 2.61 -2.56
H 1.56 1.40 -2.74
H 2.61 1.32 -1.35
*
```

Now the Löwdin charges, all in e: atom 1 (Pt): 0.971, atom 2 (C): -0.091, atom 3 (C): -0.250, atom 4 (N): -0.028, atom 5 (C): -0.766, atom 6 (S): 0.651, atom 7 (N): 0.016, atom 8 (N): -0.190, atom 9 (C): -0.263, atom 10 (C): -0.013, atom 11 (C): -0.241, atom 12 (C): -0.005, atom 13 (C): -0.037, atom 14 (C): -0.012, atom 15 (C): -0.076, atom 16 (N): -0.033, atom 17 (H): 0.073, atom 18 (H): 0.071, atom 19 (H): 0.076, atom 20 (H): 0.118, atom 21 (H): 0.103, atom 22 (H): 0.117, atom 23 (H): 0.066, atom 24 (H): 0.087, atom 25 (H): 0.098, atom 26 (H): 0.113, atom 27 (H): 0.114, atom 28 (H): 0.117, atom 29 (H): 0.093, atom 30 (C): -0.069, atom 31 (C): -0.360, atom 32 (C): -0.048, atom 33 (C): -0.152, atom 34 (C): -0.065, atom 35 (C): -0.113, atom 36 (C): -0.065, atom 37 (C): -0.141, atom 38 (C): -0.363, atom 39 (C): -0.061, atom 40 (C): -0.068, atom 41 (C): -0.343, atom 42 (O): -0.258, atom 43 (H): 0.076, atom 44 (H): 0.075, atom 45 (H): 0.039, atom 46 (H): 0.119, atom 47 (H): 0.037, atom 48 (H): 0.086, atom 49 (H): 0.079, atom 50 (H): 0.103, atom 51 (H): 0.088, atom 52 (H): 0.106, atom 53 (H): 0.122, atom 54 (H): 0.015, atom 55 (H): 0.082, atom 56 (H): 0.084, atom 57 (H): 0.027, atom 58 (H): 0.076, atom 59 (H): 0.086, atom 60 (C): -0.026, atom 61 (C): -0.311, atom 62 (C): 0.017, atom 63 (C): -0.365, atom 64 (N): -0.031, atom 65 (N): 0.027, atom 66 (C): -0.048, atom 67 (H): 0.079, atom 68 (H): 0.078, atom 69 (H): 0.079, atom 70 (H): 0.108, atom 71 (H): 0.159, atom 72 (H): 0.082, atom 73 (H): 0.020, atom 74 (H): 0.057